An isolated molecule of C9H17N5OS in a non-equilibrium geometry, computed with wB97M-V/def2-TZVPD.

CARTESIAN COORDINATES (ANGSTROEM)
H  4.1095  -0.5608  0.9555
N  -2.7606  -1.3332  -1.1212
H  -4.0368  2.0124  1.0649
N  -1.9491  -2.3895  0.6113
C  -1.2332  0.5901  -1.3954
N  1.0990  -0.4542  0.5586
H  2.1410  -0.0708  2.3769
H  1.7495  1.3296  1.5200
S  3.2111  0.5092  -1.0527
H  0.0544  -1.5594  2.0269
C  3.4854  0.2925  0.7470
C  2.0927  0.2994  1.3747
H  0.9469  -2.4039  -0.3445
H  2.4341  -2.1112  0.5238
H  -1.4230  2.6869  -1.1888
H  -3.5986  2.7527  -0.4478
H  -0.1953  1.9290  -0.1400
C  -3.4422  1.8710  0.1756
N  -2.8796  -2.3731  -0.3540
H  -0.4001  0.1489  1.8073
H  -3.7409  0.9933  -0.3510
C  -1.2055  1.8115  -0.5317
O  -2.0685  1.7791  0.5886
C  -0.0947  -0.7696  1.2966
C  -1.2377  -1.2399  0.4248
H  1.6575  -0.8753  -2.1541
N  -1.6722  -0.6445  -0.6977
H  -2.0383  0.7030  -2.1520
C  1.7127  -1.6198  -0.1195
H  3.0804  -1.8022  -1.7602
H  -0.2794  0.4516  -1.9326
H  4.0933  1.1437  1.0673
C  2.3882  -1.0966  -1.3768

Computed properties:
- SMILES string = COCCn1nnnc1CN1CCSCC1
- charge = 0
- F_max (eV/A) = 2.5
- frontier orbital gap (eV) = 9.3
- energy relative to the best compared isomer or geometry (same formula, charge and spin) (kcal per mole) = 13.6
- E_tot (hartree) = -1100.267122